This record from OMol25 describes 9 unconnected molecules or ions with the total composition C33H39F3N6O9. The level of theory is ωB97M-V/def2-TZVPD.

LUMO energy   0.5 eV
Energy relative to the best compared isomer or geometry (same formula, charge and spin)   0.00 kJ/mol
SMILES   O=C1OC[C@@H](F)O1.O=C1OC[C@@H](F)O1.O=C1OC[C@@H](F)O1.c1cc[nH]c1.c1cc[nH]c1.c1cc[nH]c1.c1cc[nH]c1.c1cc[nH]c1.c1cc[nH]c1
HOMO energy   -7.9 eV

Atoms and positions in Å:
N -4.51 -3.15 2.23
C -3.54 -3.48 1.33
C -4.02 -3.23 0.08
C -5.30 -2.62 0.23
C -5.63 -2.70 1.56
H -4.40 -3.29 3.23
H -2.70 -4.06 1.59
H -3.62 -3.53 -0.84
H -5.96 -2.29 -0.55
H -6.51 -2.31 2.04
N 1.10 2.81 -4.70
C 1.51 3.65 -5.71
C 0.73 4.80 -5.64
C -0.10 4.70 -4.52
C 0.13 3.45 -3.95
H 1.44 1.87 -4.55
H 2.29 3.39 -6.42
H 0.88 5.69 -6.23
H -0.82 5.41 -4.19
H -0.30 2.86 -3.13
N 3.79 2.28 0.47
C 3.49 1.16 1.18
C 4.37 0.17 0.79
C 5.23 0.71 -0.24
C 4.83 2.01 -0.34
H 3.25 3.12 0.50
H 2.69 1.07 1.87
H 4.38 -0.83 1.29
H 6.00 0.23 -0.83
H 5.21 2.81 -0.96
N 3.20 3.59 3.33
C 2.36 4.37 2.53
C 1.09 3.77 2.60
C 1.19 2.71 3.51
C 2.48 2.58 3.95
H 4.19 3.65 3.46
H 2.76 5.24 2.05
H 0.13 4.02 2.16
H 0.36 2.00 3.59
H 2.90 1.80 4.55
N 0.54 1.06 -0.30
C 0.72 -0.24 0.05
C -0.39 -1.00 -0.29
C -1.30 -0.13 -0.91
C -0.71 1.11 -0.91
H 1.21 1.82 -0.35
H 1.61 -0.53 0.57
H -0.68 -2.03 -0.09
H -2.27 -0.45 -1.30
H -1.09 2.08 -1.24
N 1.35 -0.38 -3.05
C 2.67 -0.17 -2.88
C 3.25 -0.22 -4.13
C 2.20 -0.27 -5.10
C 1.00 -0.46 -4.39
H 0.64 -0.50 -2.32
H 3.09 0.00 -1.93
H 4.26 -0.20 -4.46
H 2.45 -0.25 -6.15
H -0.05 -0.60 -4.50
C -0.10 -1.57 5.76
C 0.86 -0.72 4.93
O 0.41 -0.97 3.59
C -0.25 -2.18 3.66
O -0.71 -2.73 2.70
O -0.38 -2.68 4.88
F 2.19 -1.09 5.03
H -1.04 -0.99 5.87
H 0.20 -1.94 6.75
H 0.82 0.33 5.16
C -0.37 -3.81 -3.05
C -1.10 -4.79 -2.06
O -2.38 -4.83 -2.63
C -2.63 -3.85 -3.49
O -3.67 -3.54 -3.92
O -1.43 -3.30 -3.86
F -1.14 -4.29 -0.78
H 0.41 -4.33 -3.56
H 0.16 -3.00 -2.59
H -0.71 -5.82 -1.99
C -3.81 0.50 1.77
C -2.34 0.57 2.28
O -2.35 -0.25 3.38
C -3.66 -0.37 3.90
O -3.85 -0.81 4.97
O -4.51 -0.03 2.92
F -1.98 1.86 2.68
H -3.86 -0.14 0.88
H -4.30 1.46 1.57
H -1.59 0.20 1.61

=====

This record from OMol25 describes a molecular structure, C33H39F9HgO3PS4SbSi. The level of theory is ωB97M-V/def2-TZVPD.

LUMO energy   3.7 eV
Energy relative to the best compared isomer or geometry (same formula, charge and spin)   0.00 kJ/mol
Total charge   -2
HOMO energy   -0.8 eV

Atoms and positions in Å:
Hg 0.32 -1.70 1.32
S -0.46 -2.92 6.03
Sb -1.15 -3.85 3.94
S 0.84 -4.08 2.54
S -1.69 -1.51 2.93
C -0.59 2.71 -0.46
C 0.33 3.06 0.74
C -0.49 3.23 2.02
C 1.18 4.27 0.47
O 1.14 1.91 1.03
Si 2.60 1.34 0.48
S 2.45 -0.78 0.60
O 2.86 1.85 -1.06
C 4.13 2.01 -1.82
C 5.14 0.96 -1.50
C 3.72 1.91 -3.26
C 4.67 3.37 -1.51
O 3.88 1.78 1.35
C 4.39 2.07 2.65
C 3.24 2.13 3.65
C 4.96 3.46 2.47
C 5.44 1.07 3.05
H -1.08 3.62 -0.87
H -1.37 2.00 -0.16
H -0.02 2.21 -1.30
H -0.85 4.29 2.19
H 0.21 2.94 2.83
H -1.36 2.54 2.02
H 0.55 5.11 0.34
H 1.84 4.24 -0.38
H 1.79 4.54 1.33
H 4.75 -0.05 -1.74
H 5.44 1.04 -0.40
H 6.08 1.06 -2.14
H 3.07 1.08 -3.51
H 4.50 1.87 -4.08
H 3.07 2.77 -3.47
H 4.94 3.43 -0.45
H 3.93 4.18 -1.56
H 5.57 3.67 -2.08
H 2.38 2.72 3.26
H 3.47 2.47 4.69
H 3.00 1.07 3.77
H 4.19 4.12 2.12
H 5.78 3.33 1.73
H 5.32 3.85 3.41
H 4.99 0.04 3.15
H 5.89 1.41 4.01
H 6.28 1.03 2.32
F -1.70 -0.47 -6.54
C -0.61 -1.19 -6.05
F 0.52 -0.41 -6.26
F -0.56 -2.35 -6.79
C -0.85 -1.49 -4.58
C -2.11 -1.96 -4.17
C -2.43 -2.12 -2.84
C -1.44 -2.02 -1.89
C -0.16 -1.55 -2.29
C 0.14 -1.36 -3.62
P -1.81 -2.09 -0.16
C -2.99 -0.80 0.15
C -2.95 0.42 -0.59
C -3.84 1.44 -0.18
C -4.91 1.20 0.72
C -4.95 -0.03 1.38
C -4.04 -1.00 1.05
C -5.84 2.32 1.14
F -5.07 3.37 1.65
F -6.60 2.80 0.07
F -6.71 1.88 2.08
C -2.54 -3.71 0.20
C -3.91 -3.85 -0.07
C -4.56 -5.04 0.21
C -3.84 -6.19 0.64
C -2.46 -6.04 0.81
C -1.82 -4.85 0.63
C -4.40 -7.52 0.91
F -4.16 -8.32 -0.19
F -5.77 -7.53 1.14
F -3.78 -8.14 1.99
H -2.91 -2.09 -4.86
H -3.41 -2.51 -2.55
H 0.61 -1.51 -1.55
H 1.21 -1.25 -3.88
H -2.27 0.58 -1.42
H -3.77 2.44 -0.65
H -5.68 -0.29 2.14
H -4.07 -1.90 1.61
H -4.57 -3.03 -0.38
H -5.63 -5.04 0.26
H -1.85 -6.90 1.15
H -0.77 -4.80 0.87

=====

This record from OMol25 describes a molecular structure, C33H39MnN5. The level of theory is ωB97M-V/def2-TZVPD.

LUMO energy (spin up / spin down)   2.7 / 2.7 eV
Multiplicity   5
Expectation value of S²   6.066
Total charge   -1
HOMO energy (spin up / spin down)   -1.7 / -2.6 eV

Atoms and positions in Å:
Mn -1.25 -0.48 0.18
N -1.94 1.55 3.34
N -2.37 1.64 -1.38
C -0.41 -2.34 -0.48
C -1.49 -1.97 -1.36
C -2.68 -1.80 -0.56
C -4.03 -1.49 -1.09
H -3.98 -1.20 -2.15
H -4.50 -0.66 -0.54
H -4.72 -2.35 -1.01
C -2.35 -2.14 0.80
C -3.31 -2.22 1.94
H -3.60 -3.27 2.13
H -4.22 -1.65 1.72
H -2.86 -1.83 2.86
C -0.95 -2.49 0.85
C -0.26 -3.11 2.01
H -0.54 -2.61 2.96
H 0.83 -3.06 1.91
H -0.52 -4.18 2.08
C -1.48 -2.00 -2.85
H -2.06 -2.86 -3.23
H -0.47 -2.07 -3.26
H -1.94 -1.09 -3.26
C 0.95 -2.78 -0.91
H 1.72 -2.50 -0.17
H 1.24 -2.32 -1.87
H 0.99 -3.88 -1.03
C -1.56 2.48 4.21
H -1.59 2.23 5.28
C -1.12 3.76 3.81
H -0.80 4.47 4.58
C -1.07 4.05 2.44
H -0.70 5.03 2.09
C -1.49 3.08 1.53
H -1.49 3.26 0.46
C -1.90 1.81 1.99
C -2.28 0.71 1.14
H -3.37 0.53 1.19
C -1.24 0.98 -1.14
C -2.22 2.45 -2.48
H -3.02 3.03 -2.87
C -0.92 2.33 -2.94
H -0.39 2.83 -3.73
N -0.31 1.39 -2.13
C 1.08 1.04 -2.25
C 1.49 0.31 -3.38
C 2.82 -0.12 -3.43
H 3.14 -0.76 -4.26
C 3.74 0.23 -2.44
C 5.16 -0.26 -2.49
H 5.43 -0.78 -1.56
H 5.85 0.59 -2.60
H 5.30 -0.95 -3.32
C 3.33 1.07 -1.40
H 4.06 1.41 -0.67
C 2.00 1.50 -1.30
C 1.57 2.44 -0.21
H 1.69 3.49 -0.51
H 2.17 2.29 0.70
H 0.51 2.30 0.04
C 0.59 -0.02 -4.53
H 0.83 0.58 -5.41
H -0.47 0.13 -4.31
H 0.73 -1.08 -4.82
N -0.36 -0.59 4.01
C 0.74 -0.25 3.26
C 2.00 -0.01 3.86
C 3.12 -0.02 3.05
C 2.95 -0.20 1.67
C 1.65 -0.28 1.16
N 0.55 -0.20 1.92
H -1.22 -0.14 3.67
H -0.26 -0.48 5.02
H 2.05 0.14 4.94
H 4.13 0.09 3.45
H 3.80 -0.32 1.00
H 1.50 -0.42 0.08

=====

This record from OMol25 describes 2 unconnected molecules or ions with the total composition C33H39N3O4. The level of theory is ωB97M-V/def2-TZVPD.

LUMO energy   -1.3 eV
Energy relative to the best compared isomer or geometry (same formula, charge and spin)   156.10 kJ/mol
HOMO energy   -6.0 eV

Atoms and positions in Å:
C -6.15 -2.99 -2.64
C -5.43 -2.04 -1.70
N -4.12 -1.68 -2.27
C -3.22 -0.99 -1.44
C -3.69 -0.19 -0.37
C -2.81 0.39 0.51
C -1.43 0.07 0.49
C -0.56 0.52 1.55
C 0.47 -0.33 2.10
C 0.37 -1.75 2.16
C 1.33 -2.53 2.79
C 2.53 -1.94 3.23
N 3.56 -2.69 3.78
C 3.26 -3.98 4.41
C 4.38 -4.31 5.39
O 5.66 -4.27 4.74
C 5.99 -2.97 4.24
C 4.91 -2.38 3.33
C 2.66 -0.53 3.16
C 1.62 0.26 2.70
C -0.96 -0.73 -0.59
C -1.81 -1.15 -1.60
C -4.04 -1.36 -3.69
C -4.99 -2.20 -4.55
O -6.27 -2.41 -3.94
H -5.60 -3.95 -2.66
H -7.19 -3.14 -2.32
H -6.05 -1.14 -1.55
H -5.27 -2.54 -0.73
H -4.77 -0.03 -0.25
H -3.19 1.04 1.30
H -0.94 1.32 2.19
H -0.50 -2.23 1.72
H 1.18 -3.61 2.91
H 2.31 -3.91 4.95
H 3.19 -4.80 3.66
H 4.34 -3.58 6.23
H 4.29 -5.34 5.76
H 6.16 -2.27 5.08
H 6.91 -3.12 3.65
H 5.08 -2.77 2.31
H 5.03 -1.30 3.30
H 3.55 -0.05 3.56
H 1.70 1.34 2.72
H 0.10 -0.98 -0.62
H -1.43 -1.71 -2.46
H -4.28 -0.29 -3.86
H -3.00 -1.54 -4.03
H -5.22 -1.67 -5.48
H -4.51 -3.17 -4.77
C -3.35 3.34 -2.35
C -2.94 3.77 -0.96
O -1.67 3.10 -0.71
C -1.24 3.22 0.55
C 0.23 2.96 0.69
C 0.82 3.59 1.90
N 0.88 2.68 -0.42
C 2.14 2.87 -0.69
C 2.64 2.80 -2.05
C 3.97 3.16 -2.35
C 4.43 3.11 -3.66
C 3.57 2.70 -4.69
C 2.25 2.34 -4.41
C 1.78 2.37 -3.09
O -1.93 3.51 1.52
H -4.32 3.78 -2.59
H -2.63 3.69 -3.10
H -3.44 2.25 -2.41
H -2.78 4.85 -0.89
H -3.68 3.45 -0.21
H 0.27 3.26 2.78
H 1.88 3.37 2.00
H 0.69 4.69 1.81
H 2.87 3.12 0.10
H 4.62 3.48 -1.53
H 5.47 3.39 -3.88
H 3.95 2.67 -5.72
H 1.59 2.01 -5.21
H 0.76 2.07 -2.84

=====

This record from OMol25 describes C33H39N5O5 in the gas phase. The level of theory is ωB97M-V/def2-TZVPD.

LUMO energy   0.4 eV
Energy relative to the best compared isomer or geometry (same formula, charge and spin)   0.00 kJ/mol
SMILES   CCOc1ccc(NC(=O)c2ccc(N3C[C@H]4C[C@@H](C3)c3cccc(=O)n3C4)c(NC(=O)CCN3CCOCC3)c2)cc1
HOMO energy   -7.7 eV

Atoms and positions in Å:
C 10.32 1.21 -0.23
H 10.65 1.42 0.79
H 11.14 1.38 -0.91
H 9.51 1.89 -0.47
C 9.86 -0.24 -0.32
H 9.56 -0.49 -1.35
O 8.83 -0.56 0.59
C 7.56 -0.13 0.35
C 7.11 0.50 -0.81
C 5.79 0.86 -0.95
C 4.87 0.60 0.06
C 5.31 -0.04 1.22
C 6.63 -0.40 1.36
H 6.98 -0.89 2.25
H 4.61 -0.25 2.01
N 3.52 0.94 -0.03
C 2.86 1.59 -1.02
O 3.38 2.03 -2.03
C 1.40 1.75 -0.75
C 0.67 0.82 -0.02
C -0.68 1.01 0.23
C -1.33 2.17 -0.24
C -0.60 3.06 -1.03
C 0.74 2.85 -1.29
H 1.30 3.55 -1.89
H -1.08 3.94 -1.43
N -2.68 2.37 0.08
C -3.46 3.23 -0.78
H -3.21 3.01 -1.82
C -4.96 2.95 -0.53
C -5.19 1.49 -0.81
C -5.45 1.06 -2.08
C -5.55 -0.31 -2.35
C -5.33 -1.21 -1.35
C -5.04 -0.79 -0.02
O -4.82 -1.54 0.93
N -5.01 0.60 0.19
C -4.88 0.99 1.59
C -4.44 2.43 1.80
C -5.29 3.32 0.91
H -5.07 4.37 1.08
H -6.36 3.16 1.11
C -2.96 2.63 1.48
H -2.35 1.96 2.09
H -2.68 3.67 1.73
H -4.59 2.68 2.85
H -4.17 0.29 2.06
H -5.85 0.82 2.07
H -5.38 -2.27 -1.52
H -5.78 -0.64 -3.35
H -5.59 1.79 -2.86
H -5.55 3.55 -1.23
H -3.27 4.30 -0.59
N -1.41 0.03 0.92
C -0.92 -0.73 1.94
O 0.14 -0.49 2.49
C -1.78 -1.92 2.28
H -1.70 -2.12 3.35
H -2.82 -1.77 2.01
C -1.21 -3.12 1.51
N -1.26 -2.85 0.08
C -0.11 -3.27 -0.69
C -0.12 -4.78 -0.98
O -1.30 -5.16 -1.64
C -2.44 -4.81 -0.88
C -2.48 -3.31 -0.57
H -3.34 -3.08 0.06
H -2.57 -2.76 -1.51
H -3.31 -5.11 -1.48
H -2.45 -5.39 0.06
H 0.70 -5.05 -1.64
H -0.02 -5.34 -0.03
H 0.80 -2.99 -0.16
H -0.14 -2.73 -1.64
H -0.17 -3.26 1.81
H -1.77 -4.02 1.79
H -2.32 -0.19 0.55
H 1.11 -0.09 0.33
H 2.97 0.68 0.79
H 5.46 1.35 -1.85
H 7.79 0.72 -1.62
H 10.68 -0.91 -0.04